Record 1
This record from the OMol25 dataset describes a structure of composition C33H46FeNP3. The level of theory is ωB97M-V with the def2-TZVPD basis set.

ORCA input file:
```
! wB97M-V def2-TZVPD RIJCOSX def2/J DEFGRID3
* xyz 0 5
P 1.1592 1.9852 -2.4828
P -0.1560 0.2548 -4.5979
C 1.6910 2.1994 -4.2253
C 0.6528 1.7819 -5.2698
H 2.6751 1.7131 -4.3844
H 1.8211 3.2899 -4.3097
H -0.1028 2.5605 -5.4219
H 1.1190 1.5900 -6.2572
C 1.1097 -0.7845 -5.5843
H 0.8554 -1.8454 -5.5790
H 2.1625 -0.6627 -5.2904
H 1.0267 -0.4320 -6.6140
C -1.5019 -0.2650 -5.6989
H -1.1348 -0.5838 -6.6776
H -2.2295 0.5327 -5.8378
H -1.9809 -1.1286 -5.2290
C 2.5551 2.8864 -1.7473
H 2.3331 3.2544 -0.7340
H 2.6861 3.7261 -2.4461
H 3.4537 2.2493 -1.7380
C -0.5044 2.8756 -2.8054
H -1.2193 2.2779 -3.3591
H -0.0829 3.7194 -3.3821
H -0.9732 3.3138 -1.8832
Fe -0.4774 1.7849 -1.0857
C 0.7123 -3.2422 -2.2332
C 1.6700 -3.7906 -2.9771
C 3.0564 -3.4374 -3.4042
C 3.8236 -2.2849 -2.6896
C 3.3700 -0.9618 -3.1460
C 2.4995 -0.3835 -2.2966
C 1.0532 -0.8399 -2.3657
C 0.8305 -1.9836 -1.4110
C 0.0689 3.2587 0.0880
H -0.2646 -3.7173 -2.2057
H 1.3465 -4.7203 -3.4419
H 3.0669 -3.2539 -4.4930
H 3.6394 -4.3624 -3.2705
H 3.5379 -2.3588 -1.6306
H 4.9018 -2.4564 -2.8391
H 3.8799 -0.4711 -3.9918
H 2.7794 0.0932 -1.3164
H 0.8522 -1.2329 -3.3952
H 0.2546 -0.1045 -2.0172
H 1.6035 -2.0682 -0.6366
H -0.0979 -1.7413 -0.8743
H -0.8738 3.5470 0.5887
H 0.5061 4.1826 -0.3514
H 0.7705 2.8676 0.8477
N -0.8963 0.5784 0.1411
P -1.2069 -0.3878 1.3075
C -2.8448 -1.1402 1.2676
C -3.8484 -0.4727 0.5490
C -5.1283 -1.0483 0.4322
C -5.4236 -2.2634 1.0746
C -4.4321 -2.8965 1.8246
C -3.1454 -2.3589 1.9146
C -0.1453 -1.8615 1.4214
C 1.1366 -1.7636 1.9855
C 1.9487 -2.8832 2.0885
C 1.5882 -4.0912 1.4469
C 0.3640 -4.1555 0.7644
C -0.5410 -3.0882 0.8350
C -1.0436 0.0019 3.1051
C -1.0863 1.3126 3.5904
C -1.0898 1.5590 4.9760
C -1.0616 0.4937 5.8872
C -0.9910 -0.8044 5.4077
C -0.9611 -1.0510 4.0333
H -3.6206 0.4906 0.0779
H -5.9022 -0.5373 -0.1377
H -6.4346 -2.6935 1.0029
H -4.6497 -3.8328 2.3588
H -2.3893 -2.9303 2.4717
H 1.4592 -0.8176 2.4191
H 2.8802 -2.8515 2.6437
H 2.2424 -4.9652 1.4661
H 0.1214 -5.0528 0.1561
H -1.5033 -3.1689 0.2972
H -1.1272 2.1049 2.8390
H -1.1179 2.5697 5.3744
H -1.0870 0.6715 6.9682
H -0.9669 -1.6501 6.0886
H -0.8489 -2.0836 3.7109
*
```

Properties
HOMO (alpha / beta), eV: -6.083 / -6.883
Energy relative to the best compared isomer or geometry (same formula, charge and spin), kJ/mol: 477.9
⟨S²⟩: 6.054
Frontier orbital gap (alpha / beta), eV: 6.71 / 7.03



Record 2
This record from the OMol25 dataset describes a structure of composition C33H46KN4O6SSi. The level of theory is ωB97M-V with the def2-TZVPD basis set.

ORCA input file:
```
! wB97M-V def2-TZVPD RIJCOSX def2/J DEFGRID3
* xyz -1 1
K -0.6701 -0.4578 -1.4567
C -2.5934 1.3015 1.1398
O -2.0124 1.6962 -0.1149
C -2.0537 3.0343 -0.4196
C -2.5630 4.0161 0.3424
C -2.7188 5.3606 -0.1457
C -2.2028 5.6778 -1.3798
C -1.6020 4.6520 -2.1679
C -1.5883 3.3577 -1.7311
N -1.1755 2.2781 -2.5697
N -0.3954 2.6837 -3.4742
C -0.0032 1.8664 -4.4917
C -0.4297 0.4964 -4.7025
O -1.1574 -0.1489 -3.9159
C -0.0844 -0.1130 -6.0032
C 0.6288 0.5322 -6.9446
C 1.1180 1.8881 -6.6888
C 1.9744 2.5049 -7.6545
C 2.4683 3.7357 -7.4526
C 2.1752 4.4309 -6.2138
C 1.4392 3.8526 -5.2296
C 0.8401 2.5416 -5.4736
H -3.5501 1.8053 1.2770
H -1.9660 1.5411 1.9997
H -2.7617 0.2347 1.0760
H -2.7793 3.8321 1.3890
H -3.0122 6.2100 0.4104
H -2.1405 6.6851 -1.7563
H -1.2788 5.0171 -3.1770
H -0.3841 -1.0916 -6.2241
H 0.8682 0.0858 -7.9043
H 2.0749 1.9932 -8.6317
H 2.9157 4.2980 -8.3296
H 2.6468 5.4475 -6.0371
H 1.2712 4.3058 -4.2618
C -2.2009 -3.9199 0.1878
N -2.6316 -3.2122 -0.9762
C -3.6445 -2.3429 -0.9805
C -3.6862 -1.7712 -2.2096
N -2.6152 -2.2483 -2.9358
C -1.9498 -3.1926 -2.1571
S -0.5618 -4.1040 -2.4990
H -3.1092 -4.2619 0.7188
H -1.5972 -3.2745 0.8647
H -1.5516 -4.7519 -0.1249
H -4.2161 -2.1018 -0.1091
H -4.3302 -0.9974 -2.5756
H -2.2391 -1.8836 -3.8264
C 1.2257 -3.9449 4.2202
C -0.1318 -3.2760 4.3586
C -0.1422 -2.3599 5.5684
C -1.2121 -4.3273 4.5717
O -0.5361 -2.5470 3.2098
Si 0.2182 -1.2198 2.4234
O -0.4244 -0.9820 1.0243
O 0.0560 0.0854 3.4466
C 0.7671 1.2986 3.5800
C -0.0216 2.2122 4.5793
C 1.0360 2.0370 2.2587
C 2.1619 1.0179 4.2379
O 1.8334 -1.6409 2.3321
C 2.6611 -2.0792 1.1961
C 3.9242 -2.5411 1.8739
C 2.8394 -0.7298 0.3196
C 2.0551 -3.1092 0.2800
H 1.4832 -4.3726 5.2133
H 2.0318 -3.2433 3.9260
H 1.1493 -4.7071 3.4225
H -0.0809 -2.9177 6.5097
H -1.1139 -1.8434 5.7052
H 0.6568 -1.6367 5.5114
H -0.8468 -4.9629 5.4207
H -1.2787 -4.9949 3.7471
H -2.1821 -3.8438 4.7549
H -0.9935 2.5624 4.2493
H 0.5519 3.0978 4.7122
H -0.2489 1.8118 5.5586
H 0.0895 2.4863 1.9110
H 1.2707 1.3617 1.4679
H 1.8336 2.7899 2.3854
H 1.9728 0.5593 5.1900
H 2.7871 1.8880 4.3050
H 2.6851 0.2637 3.7086
H 4.2603 -1.8967 2.6115
H 4.6660 -2.7224 1.0694
H 3.6993 -3.4906 2.4173
H 3.5350 -0.0909 0.7525
H 1.8244 -0.3308 0.1952
H 3.2010 -0.9881 -0.7470
H 1.9679 -4.1365 0.7051
H 2.7341 -3.1654 -0.5841
H 1.0707 -2.8604 -0.0585
*
```

Properties
HOMO, eV: -4.610
Energy relative to the best compared isomer or geometry (same formula, charge and spin), kJ/mol: 0.0
Frontier orbital gap, eV: 6.79



Record 3
This record from the OMol25 dataset describes a structure of composition C33H46N10O3S. The level of theory is ωB97M-V with the def2-TZVPD basis set.

ORCA input file:
```
! wB97M-V def2-TZVPD RIJCOSX def2/J DEFGRID3
* xyz 0 1
C -0.2945 -3.0224 1.5490
C -0.1967 -3.0411 0.2008
C 0.9156 -2.4203 -0.6216
C 0.9521 -0.8829 -0.5840
C 1.3844 -0.1874 -1.6420
S 1.9627 -0.9198 -3.1465
C 1.3922 1.3359 -1.5824
O 2.2265 1.9838 -2.1612
C 0.2715 1.9485 -0.7920
C -0.1853 1.3094 0.2788
C -1.3170 1.8390 1.1748
O -2.5685 2.0306 0.5546
C -2.9718 0.9101 -0.2244
C -4.5137 0.8139 -0.3904
C -5.1127 -0.3420 0.4779
C 0.5531 0.0012 0.6005
O 0.8289 -0.2298 1.7460
H -1.2337 -2.6596 1.9858
H 0.5637 -3.3077 2.1721
H -0.9804 -3.5826 -0.3364
H 1.9094 -2.8428 -0.3945
H 0.7196 -2.6928 -1.6675
H 1.6086 0.0424 -4.0269
H -0.1924 2.8860 -1.0937
H -0.9861 2.8174 1.5422
H -1.4260 1.2130 2.0725
H -2.5201 1.0249 -1.2206
H -2.6339 0.0161 0.2931
H -4.9983 1.7707 -0.1764
H -4.7141 0.5615 -1.4388
H -6.0639 -0.0067 0.9084
H -5.2910 -1.2146 -0.1466
H -4.4332 -0.5999 1.2927
C 3.4285 3.9673 -4.0734
C 3.4705 5.2992 -4.6885
N 3.5039 6.3298 -5.2400
H 3.3871 3.1795 -4.8343
H 4.3121 3.8127 -3.4559
H 2.5465 3.8897 -3.4447
C 2.2428 6.3877 -9.4764
C 2.6700 6.4324 -8.0767
N 3.0103 6.4677 -6.9747
H 1.7967 5.4182 -9.6908
H 1.5087 7.1689 -9.6642
H 3.1007 6.5392 -10.1289
C -3.1919 -2.2289 -2.9396
C -2.9893 -2.0411 -1.5021
N -2.8306 -1.8943 -0.3763
H -3.5235 -3.2446 -3.1345
H -3.9446 -1.5289 -3.3002
H -2.2659 -2.0537 -3.4583
C 4.4617 9.3454 -3.6166
C 5.6845 10.1325 -3.4589
N 6.6425 10.7494 -3.3353
H 3.7202 9.9220 -4.1657
H 4.6739 8.4278 -4.1650
H 4.0592 9.0881 -2.6390
C -0.8580 -3.3724 5.8616
C -1.8018 -2.9902 4.8079
N -2.5539 -2.6914 3.9955
H -0.4600 -2.4823 6.3428
H -1.3614 -3.9762 6.5987
H -0.0342 -3.9441 5.4350
C -0.7566 -1.2127 -7.1265
C -1.6544 -1.8919 -6.1945
N -2.3542 -2.4248 -5.4595
H -1.1023 -0.1948 -7.2960
H 0.2499 -1.1840 -6.7131
H -0.7378 -1.7459 -8.0748
C -1.9937 -7.2664 -0.2778
C -1.9243 -5.9560 -0.9184
N -1.8701 -4.9231 -1.4110
H -2.0179 -8.0468 -1.0360
H -1.1220 -7.4113 0.3575
H -2.8934 -7.3309 0.3308
C -3.7521 -3.7300 9.4175
C -2.3535 -3.6402 9.0020
N -1.2587 -3.5698 8.6701
H -4.1881 -2.7339 9.4597
H -4.3105 -4.3336 8.7045
H -3.8153 -4.1898 10.4017
C 2.8287 -1.5942 4.2175
C 2.4475 -2.9903 4.0751
N 2.1473 -4.0894 3.9630
H 2.0444 -0.9555 3.8135
H 2.9786 -1.3522 5.2671
H 3.7532 -1.4092 3.6730
C 3.7551 -0.2085 8.8102
C 2.8017 0.1698 7.7681
N 2.0528 0.4661 6.9528
H 4.1562 0.6848 9.2845
H 3.2569 -0.8186 9.5610
H 4.5729 -0.7781 8.3731
*
```

Properties
HOMO, eV: -7.293
Frontier orbital gap, eV: 6.78



Record 4
This record from the OMol25 dataset describes a cluster of 7 separate species, C33H46N8O3 in total. The level of theory is ωB97M-V with the def2-TZVPD basis set.

ORCA input file:
```
! wB97M-V def2-TZVPD RIJCOSX def2/J DEFGRID3
* xyz 0 1
C -3.8923 -2.3914 2.6724
C -2.8546 -2.9001 1.5091
O -1.5939 -3.2178 1.9127
O -3.1546 -3.0827 0.0804
C -3.7295 -1.8749 -0.5319
C -2.6599 -0.9186 -1.3251
C -1.3413 -0.4783 -0.4561
C 0.0278 -0.4196 -1.3906
N 0.3166 -1.5705 -2.3289
N 1.0698 -0.0354 -0.3375
C 0.3783 1.1150 0.4169
O 0.9095 2.0675 1.1884
C -1.2613 1.0572 0.1352
C -2.1317 0.9569 1.5533
H -4.0671 -1.2279 2.4744
H -4.9661 -2.8795 2.6095
H -3.4134 -2.4517 3.7503
H -4.3440 -1.1926 0.1939
H -4.5053 -2.2583 -1.3528
H -2.4157 -1.4031 -2.3763
H -3.2425 0.0913 -1.5798
H -0.9787 -1.1288 0.4468
H -0.1086 0.5879 -1.9922
H -0.2172 -1.3797 -3.2282
H 1.3323 -1.4716 -2.6306
H 1.1777 -0.8091 0.3628
H -1.5819 1.9223 -0.5934
H -1.5078 0.2350 2.2526
H -2.2220 2.0421 2.0102
H -3.1774 0.4933 1.2474
C -4.0206 1.8687 -4.9876
C -2.7261 2.4335 -5.0794
C -1.8465 1.4050 -5.3333
N -2.5644 0.2389 -5.3931
C -3.8917 0.5126 -5.1889
H -4.9471 2.3945 -4.7965
H -2.4639 3.4782 -4.9726
H -0.7740 1.4030 -5.4748
H -2.1754 -0.6797 -5.5624
H -4.6287 -0.2792 -5.2028
C -2.2342 -5.5983 4.1696
C -2.1200 -6.5062 5.2493
C -0.7956 -6.8718 5.3398
N -0.1076 -6.2200 4.3496
C -0.9758 -5.4369 3.6344
H -3.1368 -5.1135 3.8208
H -2.9178 -6.8553 5.8921
H -0.2854 -7.5393 6.0214
H 0.8854 -6.3032 4.1747
H -0.6250 -4.8346 2.8071
C 0.1017 5.0542 -1.9175
C 0.1760 4.5225 -0.6080
C -0.4448 5.4176 0.2343
N -0.8867 6.4729 -0.5205
C -0.5628 6.2574 -1.8347
H 0.4900 4.6071 -2.8235
H 0.6325 3.5870 -0.3113
H -0.6083 5.3946 1.3035
H -1.3761 7.2833 -0.1636
H -0.8307 6.9775 -2.5962
C -6.5661 2.8739 -1.9965
C -7.2659 3.8714 -1.2763
C -6.3278 4.7249 -0.7402
N -5.0864 4.2747 -1.1077
C -5.2221 3.1495 -1.8785
H -6.9961 2.0447 -2.5432
H -8.3386 3.9581 -1.1618
H -6.4370 5.6110 -0.1293
H -4.2079 4.7059 -0.8510
H -4.3529 2.6418 -2.2747
C 4.2598 -0.9988 0.1784
C 4.3740 -1.9067 1.2582
C 5.6985 -2.2723 1.3487
N 6.3864 -1.6205 0.3584
C 5.5182 -0.8374 -0.3568
H 3.3572 -0.5140 -0.1703
H 3.5762 -2.2558 1.9009
H 6.2086 -2.9398 2.0303
H 7.3794 -1.7037 0.1835
H 5.8690 -0.2351 -1.1841
C 10.3693 0.3181 2.3761
C 11.6928 -0.1622 2.5203
C 11.7599 -1.3791 1.8795
N 10.5221 -1.6520 1.3580
C 9.6690 -0.6200 1.6511
H 9.9703 1.2486 2.7588
H 12.5093 0.3272 3.0354
H 12.5800 -2.0730 1.7515
H 10.2768 -2.4842 0.8375
H 8.6391 -0.6423 1.3210
*
```

Properties
SMILES: CC(=O)OCC[C@H]1[C@H](N)NC(=O)[C@@H]1C.c1cc[nH]c1.c1cc[nH]c1.c1cc[nH]c1.c1cc[nH]c1.c1cc[nH]c1.c1cc[nH]c1
HOMO, eV: -7.854
Frontier orbital gap, eV: 8.23



Record 5
This record from the OMol25 dataset describes a structure of composition C33H46NP3Pd. The level of theory is ωB97M-V with the def2-TZVPD basis set.

ORCA input file:
```
! wB97M-V def2-TZVPD RIJCOSX def2/J DEFGRID3
* xyz 0 3
P -0.1558 -2.0794 -3.4947
P -0.0642 1.4573 -4.7352
C -0.4018 -1.3555 -5.2081
C 0.3905 -0.0832 -5.6243
H -1.4925 -1.2187 -5.3377
H -0.1055 -2.1674 -5.8881
H 1.4810 -0.1867 -5.4682
H 0.2208 0.1344 -6.6917
C -1.6151 2.1180 -5.4589
H -1.9741 2.9302 -4.8128
H -2.3806 1.3347 -5.5335
H -1.3791 2.5261 -6.4510
C 1.1355 2.7286 -5.2901
H 0.7267 3.2757 -6.1537
H 2.1002 2.2650 -5.5482
H 1.2873 3.4456 -4.4674
C -1.4512 -3.2241 -3.1065
H -1.2648 -3.5031 -2.0571
H -1.3749 -4.1044 -3.7637
H -2.4181 -2.7210 -3.2446
C 1.4003 -2.9885 -3.6364
H 2.2092 -2.3129 -3.9530
H 1.2864 -3.7926 -4.3848
H 1.6347 -3.4505 -2.6681
Pd -0.1554 -2.2712 1.3233
C 0.3328 2.3409 -0.5502
C -0.9826 2.2059 -0.8302
C -1.7577 1.6555 -1.9720
C -1.5806 0.2241 -2.5779
C -0.2599 -0.5432 -2.4606
C 1.0728 -0.0044 -2.9071
C 1.3154 1.3734 -2.5495
C 1.4708 1.4945 -1.0264
C 0.2378 -3.9320 2.2813
H 0.5651 3.0155 0.2753
H -1.6106 2.7818 -0.1484
H -1.7811 2.3425 -2.8329
H -2.7974 1.6792 -1.5979
H -2.3567 -0.3950 -2.1037
H -1.8330 0.2847 -3.6496
H -0.1924 -0.9160 -1.3867
H 1.9001 -0.6664 -2.5985
H 0.4298 2.0109 -2.8225
H 2.2189 1.6822 -3.0786
H 1.5381 0.4986 -0.5372
H 2.3877 2.0794 -0.8524
H 1.2887 -3.7118 2.5836
H 0.1294 -4.7866 1.5677
H -0.5156 -3.8806 3.0967
N 0.1137 -0.3764 1.1356
P 0.1272 -0.1051 2.7452
C -1.2988 -0.8425 3.5766
C -1.2458 -1.2756 4.9114
C -2.4144 -1.7886 5.5084
C -3.5946 -1.8810 4.7661
C -3.6292 -1.4888 3.4254
C -2.4674 -0.9804 2.8249
C 1.6684 -0.6113 3.5336
C 1.8975 -0.4045 4.9042
C 3.0887 -0.8319 5.4795
C 4.0858 -1.4115 4.6840
C 3.8988 -1.5410 3.2944
C 2.6833 -1.1231 2.7165
C -0.0263 1.6453 3.1970
C 1.1122 2.3732 3.5856
C 0.9484 3.6432 4.1536
C -0.3330 4.1970 4.2458
C -1.4503 3.5143 3.7542
C -1.2909 2.2434 3.2033
H -0.3103 -1.2623 5.4461
H -2.3741 -2.1280 6.5393
H -4.4975 -2.2904 5.2421
H -4.5426 -1.5793 2.8379
H -2.4597 -0.7575 1.7505
H 1.1321 0.1161 5.4962
H 3.2275 -0.6966 6.5567
H 5.0080 -1.7516 5.1530
H 4.6814 -1.9575 2.6721
H 2.5364 -1.2173 1.6377
H 2.1089 1.9559 3.4883
H 1.8152 4.1840 4.5300
H -0.4625 5.1701 4.7237
H -2.4431 3.9662 3.8025
H -2.1524 1.7044 2.8108
*
```

Properties
HOMO (alpha / beta), eV: -5.184 / -5.166
Energy relative to the best compared isomer or geometry (same formula, charge and spin), kJ/mol: 283.7
⟨S²⟩: 2.011
Frontier orbital gap (alpha / beta), eV: 5.17 / 4.79



Total energy: -98700.00841; -88258.10276; -66835.07962; -53022.73045; -67794.08380 (eV)